Record 1
This record from the Open Molecules 2025 dataset describes a structure of composition C31H44BN3O3P2PdSi2. The level of theory is ωB97M-V/def2-TZVPD.

Computed properties:
F_max	2.8	eV/A
total charge	0
E_tot	-3012.127637	hartree
energy above the lowest of the compared OMol25 structures with the same formula, charge and spin	50.85	kcal/mol
molar mass	742.063	g/mol
2S+1	3

Structure (XYZ):
```
87
C31H44BN3O3P2PdSi2 | the Open Molecules 2025 dataset | ωB97M-V/def2-TZVPD
Pd -1.384 0.232 -0.160
C -2.538 2.156 2.756
Si -1.492 0.692 2.253
C 0.129 0.852 3.168
C -2.329 -0.852 2.917
C -2.524 -1.000 4.295
C -3.193 -2.101 4.810
C -3.670 -3.086 3.950
C -3.466 -2.961 2.583
C -2.799 -1.849 2.051
Si -2.588 -1.746 0.188
C -1.626 -3.233 -0.388
C -4.297 -1.774 -0.586
H -2.932 1.952 3.761
H -3.386 2.332 2.090
H -1.937 3.072 2.794
H -0.094 0.978 4.235
H 0.710 1.717 2.832
H 0.743 -0.046 3.042
H -2.152 -0.242 4.983
H -3.347 -2.193 5.879
H -4.204 -3.945 4.345
H -3.836 -3.741 1.917
H -1.887 -3.492 -1.420
H -1.844 -4.097 0.253
H -0.551 -3.028 -0.347
H -4.420 -2.682 -1.190
H -4.470 -0.904 -1.229
H -5.065 -1.772 0.194
B -4.805 3.027 0.007
C -3.457 2.609 -0.620
N -2.443 2.330 -1.105
H -4.544 4.031 0.641
H -5.276 2.153 0.698
H -5.496 3.253 -0.973
O 0.696 -0.788 0.023
P 2.160 -0.415 -0.008
C 2.601 1.336 -0.205
C 1.676 2.361 -0.042
C 2.065 3.691 -0.125
C 3.392 4.009 -0.376
C 4.324 2.995 -0.565
C 3.931 1.666 -0.480
C 3.044 -1.244 -1.332
C 4.309 -1.805 -1.143
C 5.000 -2.323 -2.233
C 4.434 -2.271 -3.503
C 3.173 -1.714 -3.691
C 2.476 -1.200 -2.607
C 2.948 -0.938 1.531
C 3.787 -0.140 2.303
C 4.299 -0.626 3.502
C 3.976 -1.906 3.930
C 3.141 -2.710 3.160
C 2.627 -2.229 1.966
H 0.650 2.125 0.152
H 1.333 4.478 0.017
H 3.702 5.045 -0.433
H 5.358 3.239 -0.775
H 4.658 0.877 -0.643
H 4.749 -1.846 -0.152
H 5.983 -2.759 -2.091
H 4.987 -2.663 -4.351
H 2.730 -1.656 -4.679
H 1.505 -0.742 -2.748
H 4.034 0.864 1.984
H 4.949 0.000 4.103
H 4.372 -2.279 4.868
H 2.891 -3.712 3.494
H 1.961 -2.842 1.368
N -0.479 3.358 -2.943
C -0.772 2.618 -4.197
P -0.544 0.826 -3.847
O 0.296 0.176 -4.891
O -0.116 0.778 -2.394
C -2.230 0.116 -3.909
N -2.212 -1.114 -3.091
H -1.741 2.745 -1.947
H -0.492 4.361 -3.076
H 0.438 3.090 -2.599
H -0.109 2.889 -5.017
H -1.797 2.819 -4.510
H -2.477 -0.067 -4.958
H -2.960 0.810 -3.485
H -1.465 -1.738 -3.373
H -3.090 -1.615 -3.102
H -1.700 -0.571 -1.503
```



Record 2
This record from the Open Molecules 2025 dataset describes the molecule CHNOP2S. The level of theory is ωB97M-V/def2-TZVPD.

Computed properties:
F_max	2.9	eV/A
total charge	0
E_tot	-1249.407774	hartree
energy above the lowest of the compared OMol25 structures with the same formula, charge and spin	48.53	kcal/mol
molar mass	137.040	g/mol

Structure (XYZ):
```
7
CHNOP2S | the Open Molecules 2025 dataset | ωB97M-V/def2-TZVPD
C 0.934 0.021 1.006
N -1.540 0.854 -2.265
O 0.614 -0.155 2.176
P 0.037 -0.769 -0.306
P -1.794 -1.195 0.608
S -0.114 0.727 -2.057
H 1.863 0.518 0.839
```



Record 3
This record from the Open Molecules 2025 dataset describes the molecule C18H15Br2NO2. The level of theory is ωB97M-V/def2-TZVPD.

Computed properties:
F_max	3.0	eV/A
total charge	0
E_tot	-6048.093173	hartree
energy above the lowest of the compared OMol25 structures with the same formula, charge and spin	0.00	kcal/mol
molar mass	437.131	g/mol
structure (SMILES)	CCNc1ccc(Br)cc(C(=O)/C=C/c2ccc(Br)cc2)c1=O

Structure (XYZ):
```
38
C18H15Br2NO2 | the Open Molecules 2025 dataset | ωB97M-V/def2-TZVPD
C -0.406 -1.681 -1.297
C -0.878 -0.782 -2.438
N -2.270 -0.448 -2.211
C -2.788 0.568 -1.376
C -4.149 0.596 -1.125
C -4.865 1.633 -0.296
C -4.329 2.300 0.799
Br -5.392 3.524 1.795
C -2.973 2.054 1.327
C -1.788 1.671 0.712
C -0.569 1.417 1.512
O -0.527 1.722 2.697
C 0.680 0.761 0.939
C 1.692 0.215 1.706
C 2.890 -0.471 1.225
C 3.754 -1.016 2.179
C 4.902 -1.710 1.800
C 5.209 -1.855 0.431
Br 6.837 -2.618 -0.198
C 4.388 -1.272 -0.528
C 3.235 -0.596 -0.143
C -1.820 1.499 -0.737
O -1.016 2.137 -1.417
H -0.676 -1.166 -0.341
H -0.937 -2.639 -1.376
H 0.657 -1.845 -1.343
H -0.276 0.083 -2.519
H -0.793 -1.347 -3.368
H -2.949 -1.062 -2.625
H -4.762 -0.141 -1.667
H -5.897 1.852 -0.504
H -2.939 2.202 2.436
H 0.727 0.635 -0.128
H 1.599 0.337 2.766
H 3.595 -0.856 3.272
H 5.578 -2.069 2.531
H 4.644 -1.452 -1.561
H 2.608 -0.180 -0.930
```



Record 4
This record from the Open Molecules 2025 dataset describes a cluster of 2 separate species, C4H10 in total. The level of theory is ωB97M-V/def2-TZVPD.

Computed properties:
F_max	5.7	eV/A
total charge	+1
E_tot	-157.929044	hartree
energy above the lowest of the compared OMol25 structures with the same formula, charge and spin	52.32	kcal/mol
molar mass	58.124	g/mol
2S+1	2

Structure (XYZ):
```
14
C4H10 | the Open Molecules 2025 dataset | ωB97M-V/def2-TZVPD
C 2.036 0.085 -0.813
C 2.041 1.300 0.095
H 2.008 0.387 -1.878
H 1.363 -0.708 -0.688
H 3.027 -0.354 -0.755
H 1.343 1.015 0.925
H 2.741 1.667 0.892
H 1.554 2.157 -0.260
C -2.556 -0.319 0.191
C -2.910 -1.484 0.677
H -2.160 -0.333 -0.806
H -2.300 0.552 0.743
H -2.863 -2.417 0.027
H -3.325 -1.547 1.650
```



Record 5
This record from the Open Molecules 2025 dataset describes a structure of composition C2H4INS. The level of theory is ωB97M-V/def2-TZVPD.

Computed properties:
F_max	6.5	eV/A
total charge	0
E_tot	-829.127983	hartree
energy above the lowest of the compared OMol25 structures with the same formula, charge and spin	59.55	kcal/mol
molar mass	201.032	g/mol

Structure (XYZ):
```
9
C2H4INS | the Open Molecules 2025 dataset | ωB97M-V/def2-TZVPD
C -0.810 0.356 0.119
C 0.297 -0.751 0.011
N -1.920 -0.402 0.522
S -1.435 -2.015 -0.041
I -3.776 0.201 -0.029
H -0.570 1.006 0.934
H -0.850 0.816 -0.887
H 0.639 -0.817 -0.975
H 0.816 -1.086 0.798
```



Record 6
This record from the Open Molecules 2025 dataset describes a cluster of 2 separate species, C2H11BN3O in total. The level of theory is ωB97M-V/def2-TZVPD.

Computed properties:
F_max	4.7	eV/A
total charge	+1
E_tot	-346.898391	hartree
energy above the lowest of the compared OMol25 structures with the same formula, charge and spin	75.74	kcal/mol
molar mass	103.942	g/mol

Structure (XYZ):
```
18
C2H11BN3O | the Open Molecules 2025 dataset | ωB97M-V/def2-TZVPD
B 0.893 0.854 0.212
C -2.635 -0.943 0.752
C 0.940 -0.529 -0.320
N -0.341 1.596 -0.343
N -2.234 -0.300 -0.249
N 2.250 -1.373 -0.061
O 1.967 1.548 0.792
H -1.898 -0.852 1.501
H -3.566 -1.594 0.876
H 0.142 -0.851 -1.079
H 0.075 1.888 -1.219
H -0.720 2.475 -0.040
H -2.876 -0.357 -0.992
H -1.199 0.833 -0.605
H 2.020 -2.209 0.537
H 2.621 -1.908 -0.914
H 2.901 -0.685 0.232
H 1.660 2.407 0.920
```



Record 7
This record from the Open Molecules 2025 dataset describes a cluster of 13 separate species, C23H57N5O28 in total. The level of theory is ωB97M-V/def2-TZVPD.

Computed properties:
F_max	2.0	eV/A
total charge	0
E_tot	-3290.531203	hartree
molar mass	851.716	g/mol

Structure (XYZ):
```
113
C23H57N5O28 | the Open Molecules 2025 dataset | ωB97M-V/def2-TZVPD
C 2.551 -1.682 -3.249
O 3.022 -1.100 -4.468
H 3.301 -1.750 -2.461
H 1.683 -1.122 -2.893
H 2.310 -2.703 -3.548
H 3.252 -0.177 -4.329
C -3.295 -3.399 0.541
O -2.219 -3.737 1.411
H -4.200 -3.989 0.704
H -3.529 -2.351 0.767
H -2.991 -3.440 -0.502
H -2.480 -3.416 2.286
C -2.821 -0.815 3.654
O -2.463 -2.192 3.877
H -1.993 -0.127 3.828
H -3.157 -0.785 2.618
H -3.638 -0.570 4.340
H -2.019 -2.246 4.729
C 0.299 0.701 -5.502
N -0.555 1.008 -4.340
O -0.760 0.157 -3.501
O -1.018 2.134 -4.301
H 0.078 1.304 -6.376
H 0.059 -0.328 -5.768
H 1.348 0.811 -5.252
C -0.644 -0.843 -0.231
N 0.224 0.334 0.090
O -0.101 1.060 1.003
O 1.238 0.438 -0.567
H -1.139 -0.540 -1.150
H -1.349 -0.992 0.580
H 0.022 -1.696 -0.283
C -1.883 3.174 2.614
N -0.658 3.201 3.439
O -0.593 2.440 4.382
O 0.232 3.978 3.176
H -2.067 2.109 2.498
H -1.675 3.707 1.695
H -2.636 3.633 3.252
C -5.731 0.728 0.747
N -4.565 1.582 0.454
O -3.476 1.055 0.341
O -4.756 2.782 0.433
H -5.970 0.873 1.799
H -5.509 -0.309 0.535
H -6.542 1.101 0.131
C 3.921 -4.128 1.479
N 3.209 -3.407 0.390
O 2.099 -3.010 0.663
O 3.740 -3.391 -0.688
H 3.484 -3.959 2.457
H 4.937 -3.734 1.460
H 4.029 -5.201 1.341
C 2.673 -6.750 -0.935
O 2.096 -6.698 -2.209
C 1.059 -5.932 -2.524
O 0.625 -5.839 -3.628
O 0.615 -5.297 -1.440
C -0.314 -4.245 -1.628
H 3.760 -6.711 -1.050
H 2.499 -7.718 -0.458
H 2.450 -5.985 -0.193
H 0.065 -3.542 -2.371
H -0.337 -3.676 -0.700
H -1.336 -4.569 -1.816
C 5.218 -2.439 5.575
O 5.166 -1.690 4.364
C 3.961 -1.246 4.025
O 2.945 -1.478 4.620
O 4.066 -0.532 2.927
C 2.956 0.255 2.517
H 6.235 -2.819 5.619
H 4.467 -3.220 5.632
H 5.140 -1.758 6.423
H 3.279 0.901 1.710
H 2.458 0.884 3.252
H 2.211 -0.420 2.093
C -3.518 -0.904 -3.984
O -4.696 -0.116 -4.034
C -5.544 -0.096 -3.032
O -5.431 -0.663 -1.978
O -6.603 0.585 -3.413
C -7.822 0.425 -2.678
H -2.899 -0.657 -3.126
H -2.991 -0.731 -4.915
H -3.742 -1.968 -3.876
H -8.572 0.864 -3.330
H -7.778 0.955 -1.730
H -8.021 -0.643 -2.599
C 1.359 6.588 -1.441
O 0.563 5.537 -1.993
C -0.314 4.991 -1.140
O -0.525 5.330 -0.013
O -0.865 3.993 -1.811
C -1.910 3.292 -1.124
H 1.919 6.165 -0.598
H 0.754 7.404 -1.054
H 2.137 6.848 -2.151
H -2.692 3.997 -0.835
H -1.407 2.934 -0.229
H -2.430 2.535 -1.697
C 5.965 5.509 2.651
O 5.047 4.449 2.494
C 4.258 4.388 1.430
O 4.289 5.167 0.512
O 3.439 3.368 1.587
C 2.415 3.133 0.613
H 6.681 5.585 1.836
H 6.438 5.347 3.616
H 5.414 6.449 2.747
H 2.048 4.069 0.188
H 1.558 2.709 1.121
H 2.916 2.515 -0.128
```



Record 8
This record from the Open Molecules 2025 dataset describes a structure of composition C2H7N4O. The level of theory is ωB97M-V/def2-TZVPD.

Computed properties:
F_max	5.6	eV/A
total charge	+1
E_tot	-374.284242	hartree
energy above the lowest of the compared OMol25 structures with the same formula, charge and spin	103.78	kcal/mol
molar mass	103.105	g/mol

Structure (XYZ):
```
14
C2H7N4O | the Open Molecules 2025 dataset | ωB97M-V/def2-TZVPD
C -0.966 0.445 0.683
C 1.414 -0.076 -0.839
N -1.005 -0.767 1.195
N 0.471 0.657 -0.539
N 0.264 1.891 -0.922
N -0.211 -1.864 0.801
O -1.503 1.485 0.801
H 1.235 -1.099 -0.859
H 2.142 0.336 -1.631
H -1.929 -1.014 1.672
H 1.063 2.315 -1.509
H -0.518 2.462 -0.412
H -0.703 -2.351 -0.042
H 0.245 -2.419 1.602
```